1.
Formula: C23H43ClF3N3O6S
Source: OMol25
Level of theory: ωB97M-V/def2-TZVPD

The geometry in ORCA input format:
```
! RIJCOSX wB97M-V def2-TZVPD def2/J DEFGRID3
* xyz 0 3
C 5.924 -5.999 3.246
C 5.318 -7.374 3.852
Cl 6.380 -7.959 5.270
C 5.289 -8.590 2.800
O 3.972 -8.897 2.257
C 3.071 -9.321 3.253
O 3.411 -9.775 4.380
N 1.617 -9.296 2.959
S 0.900 -7.751 3.205
O 0.844 -7.363 4.656
O -0.487 -7.835 2.595
C 1.758 -6.349 2.303
F 0.717 -5.438 1.928
F 2.633 -5.590 3.124
F 2.355 -6.750 1.075
H 6.147 -6.049 2.130
H 5.135 -5.188 3.453
H 6.831 -5.736 3.894
H 4.303 -7.138 4.322
H 5.758 -9.558 3.223
H 5.949 -8.267 1.908
H 1.468 -9.658 2.003
C -1.141 -2.802 0.356
C -0.452 -1.612 1.072
C -1.478 -0.759 1.852
C -2.291 0.194 0.989
C -1.364 1.052 0.135
C -0.406 0.204 -0.727
N 0.338 -0.823 0.076
O 1.319 -0.170 0.760
C -1.220 -0.461 -1.862
C 0.549 1.165 -1.488
C 0.426 -2.324 2.141
H -1.558 -2.574 -0.620
H -0.434 -3.622 0.190
H -1.963 -3.199 0.960
H -0.955 -0.158 2.608
H -2.163 -1.406 2.411
H -2.998 -0.365 0.369
H -2.895 0.842 1.631
H -1.972 1.702 -0.504
H -0.791 1.718 0.791
H -0.614 -1.191 -2.407
H -1.560 0.284 -2.588
H -2.131 -0.949 -1.517
H 1.112 1.818 -0.818
H -0.013 1.827 -2.155
H 1.258 0.603 -2.101
H 1.228 -2.906 1.678
H -0.180 -3.016 2.735
H 0.879 -1.623 2.848
C -3.070 8.223 -3.045
C -1.726 7.471 -3.225
C -1.823 6.412 -4.347
C -2.523 5.124 -3.939
C -1.890 4.559 -2.673
C -1.884 5.578 -1.513
N -1.296 6.901 -1.909
O 0.056 6.747 -1.956
C -3.333 5.746 -0.997
C -1.144 4.942 -0.304
C -0.783 8.587 -3.758
H -3.789 7.733 -2.397
H -2.909 9.214 -2.610
H -3.568 8.368 -4.008
H -0.814 6.148 -4.688
H -2.331 6.832 -5.221
H -3.594 5.301 -3.803
H -2.434 4.391 -4.746
H -2.433 3.655 -2.377
H -0.865 4.240 -2.898
H -3.403 6.568 -0.278
H -3.672 4.840 -0.484
H -4.063 5.909 -1.788
H -0.125 4.632 -0.549
H -1.659 4.039 0.039
H -1.103 5.637 0.537
H -0.603 9.356 -3.001
H -1.230 9.081 -4.627
H 0.185 8.199 -4.085
*
```

Expectation value of S²: 2.01
Energy above the lowest of the compared OMol25 structures with the same formula, charge and spin: 384.7 kJ/mol
E_tot: -2675.58443 Ha


2.
Formula: C12H15N2O2S2
Source: OMol25
Level of theory: ωB97M-V/def2-TZVPD

The geometry in ORCA input format:
```
! RIJCOSX wB97M-V def2-TZVPD def2/J DEFGRID3
* xyz -1 1
C 4.630 -1.696 0.457
N 4.068 -0.847 -0.596
C 4.791 0.416 -0.777
C 3.108 -1.315 -1.465
S 2.639 -2.917 -1.386
S 2.287 -0.246 -2.488
H 3.895 -2.450 0.766
H 5.554 -2.181 0.096
H 4.868 -1.064 1.330
H 4.223 1.121 -1.393
H 4.954 0.875 0.214
H 5.781 0.223 -1.229
C -4.998 2.746 -1.081
C -3.997 1.774 -0.562
C -4.049 0.437 -0.968
C -3.126 -0.480 -0.504
C -2.047 -0.065 0.325
C -1.033 -1.014 0.776
C -0.050 -0.774 1.675
N 0.667 -1.859 2.207
O 1.643 -1.667 2.979
O 0.280 -3.011 1.859
C -2.063 1.272 0.794
C -2.996 2.179 0.326
H -4.833 3.741 -0.676
H -4.948 2.821 -2.168
H -6.015 2.450 -0.822
H -4.814 0.109 -1.677
H -3.174 -1.533 -0.797
H -1.173 -2.074 0.548
H 0.167 0.210 2.093
H -1.302 1.598 1.506
H -2.935 3.222 0.638
*
```

Energy above the lowest of the compared OMol25 structures with the same formula, charge and spin: 0.0 kJ/mol
E_tot: -1522.56025 Ha


3.
Formula: C12H21F9IO2P2Pr
Source: OMol25
Level of theory: ωB97M-V/def2-TZVPD

The geometry in ORCA input format:
```
! RIJCOSX wB97M-V def2-TZVPD def2/J DEFGRID3
* xyz 2 3
C 0.024 1.067 -4.338
I -1.133 -0.673 -4.296
H 0.034 1.402 -5.379
H 1.039 0.842 -3.997
H -0.453 1.807 -3.688
Pr 0.117 -0.134 0.515
P 1.918 -1.771 -1.237
C 3.527 -1.958 -0.362
C 1.493 -3.547 -1.457
H 2.332 -4.061 -1.945
H 3.225 -2.224 -3.241
H 0.598 -3.624 -2.086
H 1.705 -1.341 -3.623
H 3.371 -2.202 0.698
H 1.287 -4.010 -0.484
C 2.548 -1.416 -2.924
H 4.098 -2.771 -0.837
H 3.093 -0.464 -2.913
H 4.098 -1.025 -0.435
P -2.173 1.544 -0.492
C -2.413 2.951 0.662
C -2.644 2.371 -2.056
H -3.817 -0.197 -0.875
H -4.592 1.316 -0.285
H -3.726 0.217 0.853
C -3.738 0.634 -0.163
H -2.586 1.659 -2.888
H -3.667 2.764 -1.968
H -3.326 3.495 0.386
H -1.550 3.624 0.589
H -1.954 3.200 -2.253
H -2.499 2.587 1.694
C 2.929 1.988 1.473
O 3.375 2.835 2.143
F 1.678 0.783 3.782
C 0.322 0.887 3.634
F -0.137 1.722 4.578
F 0.153 1.611 2.372
C -0.348 -0.453 3.569
O 2.474 1.127 0.794
C 0.547 -1.646 3.531
F 1.414 -1.663 4.573
F -0.054 -2.849 3.441
F 1.365 -1.519 2.349
C -1.687 -0.477 3.928
F -2.394 -1.595 3.948
F -2.440 0.613 3.719
F -1.435 -1.427 0.993
*
```

Expectation value of S²: 2.00
E_tot: -3016.08918 Ha


4.
Formula: C2H2ClO3
Source: OMol25
Level of theory: ωB97M-V/def2-TZVPD

The geometry in ORCA input format:
```
! RIJCOSX wB97M-V def2-TZVPD def2/J DEFGRID3
* xyz -1 1
O -1.763 -0.308 0.173
C -0.888 0.077 -0.631
O -0.974 0.403 -1.810
C 0.612 0.064 -0.132
O 0.596 -0.405 1.485
Cl 1.214 1.648 -0.067
H 1.358 -0.497 -0.596
H -0.154 -0.982 1.578
*
```

Energy above the lowest of the compared OMol25 structures with the same formula, charge and spin: 116.7 kJ/mol
E_tot: -763.36757 Ha
SMILES: O=C([O-])[C@H](O)Cl